Here is a molecular structure, C63H52AsF5O4PPdS from the OMol25 dataset. Energies are from ωB97M-V with the def2-TZVPD basis set.

Atoms and positions in Å:
Pd: -0.5599 1.4533 -0.7508
C: 5.5665 3.7900 -0.4159
C: 4.7090 2.7908 0.3314
C: 5.4385 2.2114 1.5297
O: 4.3347 1.7543 -0.5455
C: 2.9497 1.4454 -0.3748
C: 2.3593 2.6887 0.3153
O: 3.5105 3.4311 0.7317
C: 1.3984 2.4479 1.5141
O: 0.2160 1.8378 1.1083
C: 2.0681 1.5392 2.5648
C: 2.8411 2.0534 3.6032
C: 3.4507 1.2081 4.5256
C: 3.2980 -0.1673 4.4218
C: 2.5234 -0.6929 3.3911
C: 1.9075 0.1555 2.4791
C: 0.9961 3.7903 2.1750
C: 1.3397 5.0567 1.7157
C: 0.8746 6.2000 2.3658
C: 0.0452 6.0976 3.4713
C: -0.3447 4.8346 3.9106
C: 0.1255 3.7023 3.2652
C: 2.3337 1.0629 -1.7390
O: 1.0702 0.5332 -1.5375
C: 3.1108 -0.1141 -2.3740
C: 2.8289 -0.4404 -3.7017
C: 3.4027 -1.5493 -4.3088
C: 4.2746 -2.3638 -3.5921
C: 4.5498 -2.0591 -2.2662
C: 3.9686 -0.9460 -1.6611
C: 2.3948 2.2834 -2.6977
C: 1.2541 3.0084 -3.0150
C: 1.2979 4.1275 -3.8395
C: 2.5079 4.5405 -4.3772
C: 3.6590 3.8154 -4.0905
C: 3.6025 2.6981 -3.2658
H: 6.4489 3.2850 -0.8204
H: 5.8845 4.5839 0.2635
H: 4.9919 4.2220 -1.2361
H: 6.4051 1.8139 1.2099
H: 4.8508 1.4079 1.9757
H: 5.5957 2.9907 2.2810
H: 2.8310 0.5759 0.2682
H: 1.7828 3.2717 -0.4033
H: 2.9712 3.1272 3.6872
H: 4.0530 1.6278 5.3255
H: 3.7802 -0.8255 5.1347
H: 2.3939 -1.7665 3.2952
H: 1.2881 -0.2406 1.6826
H: 1.9757 5.1756 0.8503
H: 1.1678 7.1779 1.9995
H: -0.2991 6.9894 3.9835
H: -1.0244 4.7332 4.7517
H: -0.1944 2.7169 3.5887
H: 2.1396 0.1850 -4.2592
H: 3.1693 -1.7776 -5.3440
H: 4.7329 -3.2266 -4.0648
H: 5.2221 -2.6893 -1.6929
H: 4.2020 -0.7321 -0.6253
H: 0.3149 2.6897 -2.6124
H: 0.3833 4.6695 -4.0603
H: 2.5522 5.4151 -5.0183
H: 4.6091 4.1211 -4.5181
H: 4.5042 2.1351 -3.0595
F: -2.8463 4.2552 -6.4872
C: -2.7538 3.9509 -5.1943
C: -2.9955 4.9044 -4.2326
F: -3.3133 6.1471 -4.6078
C: -2.9078 4.5819 -2.8910
F: -3.1735 5.5468 -2.0103
C: -2.5527 3.3152 -2.4408
S: -2.4541 2.9630 -0.7284
C: -2.3303 2.3819 -3.4524
F: -2.0013 1.1264 -3.1377
C: -2.4207 2.6762 -4.7965
F: -2.1997 1.7351 -5.7150
C: -3.2926 -1.7694 -0.1798
C: -3.5768 -2.7744 0.9235
As: -5.2591 -3.7483 0.6411
C: -4.6667 -4.7064 -0.9605
C: -5.3781 -4.5388 -2.1449
C: -4.9679 -5.1714 -3.3149
C: -3.8393 -5.9785 -3.3060
C: -3.1172 -6.1474 -2.1286
C: -3.5300 -5.5162 -0.9633
C: -4.9129 -5.1802 1.9319
C: -4.1449 -4.9779 3.0764
C: -3.9430 -6.0122 3.9858
C: -4.5135 -7.2573 3.7647
C: -5.2927 -7.4645 2.6315
C: -5.4925 -6.4318 1.7266
P: -1.7509 -0.7303 0.0421
C: -2.0651 -0.1655 1.7587
C: -3.1473 0.7101 1.8768
C: -3.5184 1.2245 3.1125
C: -2.8035 0.8762 4.2524
C: -1.7081 0.0322 4.1382
C: -1.3368 -0.4786 2.9010
C: -0.4371 -2.0077 0.0612
C: 0.3095 -2.0709 -1.1198
C: 1.3228 -3.0076 -1.2776
C: 1.6022 -3.9036 -0.2555
C: 0.8629 -3.8605 0.9221
C: -0.1486 -2.9229 1.0795
H: -4.1198 -1.0640 -0.2907
H: -3.1715 -2.2774 -1.1400
H: -3.6488 -2.2732 1.8877
H: -2.7836 -3.5182 0.9821
H: -6.2579 -3.9059 -2.1535
H: -5.5269 -5.0293 -4.2316
H: -3.5198 -6.4748 -4.2147
H: -2.2282 -6.7666 -2.1210
H: -2.9612 -5.6548 -0.0494
H: -3.6952 -4.0109 3.2717
H: -3.3356 -5.8417 4.8659
H: -4.3538 -8.0635 4.4708
H: -5.7447 -8.4324 2.4532
H: -6.0943 -6.6051 0.8413
H: -3.6926 1.0150 0.9883
H: -4.3537 1.9139 3.1771
H: -3.0843 1.2791 5.2179
H: -1.1199 -0.2190 5.0141
H: -0.4434 -1.0822 2.8384
H: 0.1238 -1.3514 -1.9042
H: 1.9085 -3.0152 -2.1916
H: 2.3955 -4.6325 -0.3723
H: 1.0727 -4.5611 1.7236
H: -0.7062 -2.9150 2.0063

Cartesian forces (eV/Å) of the 6 atoms listed first:
Pd 0.25 0.35 -0.56
C 0.10 0.02 -0.14
C -0.08 0.01 0.02
C 0.02 -0.03 0.15
O -0.21 -0.03 -0.15
C 0.00 0.09 0.00

Properties
Total charge = -1
Energy above the lowest of the compared OMol25 structures with the same formula, charge and spin = 194.44 kJ/mol
HOMO-LUMO gap (alpha / beta) = 6.916 / 6.757 eV
M = 1212.48 g/mol
Calculated total energy = -172396.01273 eV

Atom charges from the Mulliken analysis, given in e for atoms 1 to 99:
1 Pd 0.276
2 C -1.979
3 C 1.262
4 C -1.673
5 O -0.178
6 C -2.063
7 C -1.103
8 O -0.333
9 C 3.044
10 O -0.642
11 C -0.027
12 C -0.181
13 C -0.853
14 C -0.761
15 C -0.751
16 C -0.556
17 C 0.072
18 C -0.552
19 C -0.964
20 C -0.571
21 C -0.822
22 C -0.267
23 C 2.822
24 O 0.200
25 C -0.754
26 C -0.238
27 C -0.767
28 C -0.664
29 C -0.823
30 C -0.173
31 C -0.677
32 C 0.355
33 C -0.706
34 C -0.620
35 C -0.960
36 C -0.226
37 H 0.356
38 H 0.411
39 H 0.420
40 H 0.466
41 H 0.261
42 H 0.328
43 H 1.121
44 H 1.500
45 H 0.540
46 H 0.407
47 H 0.382
48 H 0.518
49 H 0.364
50 H 0.454
51 H 0.404
52 H 0.388
53 H 0.420
54 H 0.281
55 H 0.444
56 H 0.389
57 H 0.363
58 H 0.423
59 H 0.273
60 H -0.204
61 H 0.378
62 H 0.422
63 H 0.420
64 H 0.497
65 F -0.340
66 C 0.767
67 C 0.161
68 F -0.334
69 C 0.145
70 F -0.364
71 C 0.824
72 S -0.429
73 C -0.379
74 F -0.365
75 C -0.155
76 F -0.351
77 C -1.462
78 C -0.397
79 As 0.116
80 C 0.175
81 C -0.479
82 C -0.528
83 C -0.386
84 C -0.799
85 C 0.113
86 C 0.114
87 C -0.056
88 C -0.708
89 C -0.421
90 C -0.558
91 C -0.354
92 P 0.370
93 C 2.208
94 C -1.554
95 C -0.907
96 C -0.595
97 C -1.179
98 C -0.043
99 C 0.973